Entry 1:
Entry from the OMol25 dataset: the molecule C17H21ClN2O2 (ωB97M-V with the def2-TZVPD basis set).

XYZ file:
```
43
Properties=species:S:1:pos:R:3:forces:R:3
C -3.14081 -5.31016 -3.68375 -0.123 0.101 0.180
C -3.61422 -3.97915 -3.10913 0.018 -0.021 -0.254
C -3.04259 -2.76009 -3.84746 -0.048 0.117 0.329
C -1.83874 -2.11778 -3.15704 0.030 -0.199 -0.254
C -0.61362 -3.02586 -3.08818 0.021 0.383 0.142
C 0.60971 -2.29072 -2.53878 -0.068 -0.335 -0.250
N 0.39694 -1.85537 -1.18278 0.137 0.610 -0.205
C 0.26054 -0.56976 -0.77457 -0.118 0.092 0.009
O 0.32127 0.41737 -1.47084 0.010 0.250 -0.146
C 0.01005 -0.66026 0.74098 0.160 -0.423 -0.211
C 0.01370 -2.15802 0.91548 0.051 0.309 -0.095
N 0.23786 -2.77078 -0.18165 -0.156 -0.685 0.644
C -0.15630 -2.83452 2.21758 0.080 -0.098 0.019
H 0.68472 -2.57332 2.86075 -0.010 -0.021 0.067
H -0.17879 -3.91056 2.07527 -0.031 -0.079 0.030
H -1.07202 -2.50518 2.70683 -0.073 -0.019 0.054
C 1.13069 0.03580 1.50890 -0.063 -0.088 -0.067
O 2.05668 -0.59194 1.96968 -0.133 -0.024 -0.063
C 1.01684 1.50107 1.66411 0.217 0.501 0.237
C 1.86468 2.10919 2.59420 -0.104 -0.124 -0.130
C 1.82546 3.47055 2.80628 -0.028 0.103 -0.015
C 0.93788 4.24331 2.06935 -0.017 -0.348 -0.104
C 0.10205 3.66151 1.12693 0.015 0.190 0.096
C 0.13534 2.29433 0.93015 0.117 -0.176 0.129
H -0.49378 1.86582 0.16721 -0.052 -0.070 -0.060
H -0.56943 4.27827 0.55063 -0.043 0.071 -0.036
Cl 0.87838 5.94682 2.32419 -0.006 0.207 0.028
H 2.47638 3.93557 3.52972 0.036 0.063 0.059
H 2.55221 1.48671 3.14710 0.046 -0.028 0.038
H -0.94700 -0.20295 0.99811 -0.016 -0.030 -0.065
H 1.48238 -2.95028 -2.55601 -0.009 0.126 -0.016
H 0.81999 -1.39067 -3.12156 0.027 -0.093 0.076
H -0.81589 -3.87902 -2.44000 0.025 -0.131 -0.065
H -0.37225 -3.39401 -4.08660 0.018 -0.103 -0.033
H -1.57120 -1.20678 -3.69848 0.025 0.077 0.061
H -2.12726 -1.82228 -2.14508 -0.013 0.079 0.036
H -3.81871 -1.99614 -3.93055 0.003 -0.001 -0.094
H -2.76313 -3.04948 -4.86243 -0.029 0.027 -0.114
H -4.70466 -3.95449 -3.16757 0.004 0.006 0.096
H -3.34668 -3.92229 -2.05204 -0.054 0.031 0.096
H -3.45129 -5.40439 -4.72231 0.001 -0.044 -0.114
H -2.05904 -5.39791 -3.64199 0.138 -0.059 -0.031
H -3.57276 -6.13721 -3.12403 0.014 -0.145 -0.004
```
Positions in Å, forces in eV/Å.

Values from the calculation:
SMILES: CCCCCCN1N=C(C)[C@@H](C(=O)c2ccc(Cl)cc2)C1=O
Relative energy (zero: lowest compared OMol25 entry of this formula, charge and spin) in eV: 1.370
Frontier orbital gap in eV: 8.83

=====

Entry 2:
Entry from the OMol25 dataset: a structure of composition C18H42N3NaO3SSi in a non-equilibrium geometry (ωB97M-V with the def2-TZVPD basis set).

XYZ file:
```
69
Properties=species:S:1:pos:R:3:forces:R:3
Na -0.01217 0.00343 -2.32280 -0.004 -0.006 1.085
C 1.38670 -1.09035 -4.75777 -0.058 0.108 0.064
C 0.32050 -2.08772 -4.27538 -0.058 0.193 0.032
N -0.89249 -1.41883 -3.78136 -0.161 -0.303 -0.540
C -1.67029 -0.64285 -4.75848 0.120 -0.004 0.064
C -2.00025 0.77519 -4.26438 0.201 -0.046 0.029
N -0.81283 1.48634 -3.76767 -0.183 0.301 -0.531
C 0.24575 1.77893 -4.74537 -0.066 -0.101 0.063
C 1.64038 1.35274 -4.25828 -0.135 -0.147 0.028
N 1.66643 -0.03509 -3.77262 0.344 0.012 -0.544
H 2.28816 -1.65291 -5.01095 0.019 -0.030 0.005
H 1.05911 -0.62577 -5.68991 0.007 -0.002 0.008
H 0.11783 -2.79895 -5.08578 -0.003 0.010 -0.062
H 0.72646 -2.66303 -3.43982 -0.004 0.009 0.004
H -1.47375 -2.07700 -3.28122 -0.031 -0.031 -0.074
H -1.10687 -0.58399 -5.69170 -0.004 -0.006 0.006
H -2.60853 -1.14126 -5.01256 -0.035 -0.002 0.005
H -2.51636 1.31298 -5.06942 0.010 -0.003 -0.062
H -2.69958 0.70497 -3.42781 0.010 -0.001 0.005
H -1.09023 2.31507 -3.26018 -0.010 0.042 -0.074
H 0.01244 1.26813 -5.68161 -0.002 0.007 0.007
H 0.28248 2.84244 -4.99212 0.016 0.031 0.005
H 2.36153 1.53818 -5.06405 -0.007 -0.006 -0.061
H 1.93092 1.98728 -3.41757 -0.005 -0.008 0.005
H 2.52561 -0.21229 -3.27096 0.040 -0.011 -0.074
C -3.12878 -0.49276 2.18095 -0.168 0.005 -0.020
C -2.22667 -1.65756 2.57101 0.131 0.139 -0.047
C -2.17149 -2.70123 1.46434 -0.142 -0.115 -0.107
C -2.70915 -2.28024 3.87385 -0.039 -0.037 0.056
O -0.89992 -1.20646 2.82074 0.221 0.107 0.024
Si 0.00262 -0.00574 2.14033 0.020 0.003 0.209
S -0.00960 -0.00798 0.07123 0.020 -0.013 0.624
O -0.57923 1.38175 2.81574 -0.014 -0.257 0.036
C -0.30006 2.75449 2.56411 0.041 -0.185 -0.053
C -0.61025 3.48962 3.86046 -0.018 0.055 0.062
C 1.16435 2.95105 2.18960 0.081 0.126 -0.022
C -1.21930 3.22441 1.44587 -0.019 0.201 -0.122
O 1.49875 -0.18879 2.81057 -0.203 0.128 0.012
C 2.54844 -1.11861 2.56518 -0.183 0.059 -0.038
C 1.98764 -2.48674 2.19567 0.077 -0.135 -0.011
C 3.33765 -1.21091 3.86395 0.055 -0.015 0.058
C 3.41893 -0.56400 1.44642 0.164 -0.069 -0.116
H -4.15889 -0.84375 2.07467 0.009 0.029 -0.014
H -2.80969 -0.05159 1.23409 0.028 -0.024 0.027
H -3.09755 0.28235 2.94840 0.007 -0.032 -0.010
H -3.16793 -3.11453 1.28422 0.016 -0.012 -0.024
H -1.50550 -3.51636 1.75408 0.006 0.013 0.014
H -1.79334 -2.25550 0.54186 -0.013 0.010 0.076
H -3.72491 -2.67010 3.77034 0.029 0.010 -0.018
H -2.69961 -1.53320 4.66846 -0.002 0.009 -0.009
H -2.04906 -3.09808 4.16679 0.010 0.004 -0.015
H 0.02161 3.10831 4.66348 0.008 -0.003 -0.007
H -1.65246 3.33232 4.14240 0.000 -0.012 -0.014
H -0.43441 4.56312 3.75470 -0.006 -0.031 -0.017
H 1.81134 2.53911 2.96588 -0.034 0.010 -0.015
H 1.37774 4.01797 2.08055 0.015 -0.025 -0.012
H 1.39657 2.44999 1.24746 -0.030 -0.018 0.019
H -2.26151 3.05632 1.72426 0.011 -0.014 0.016
H -1.01171 2.67123 0.52714 0.009 0.012 0.085
H -1.07646 4.29345 1.26447 -0.022 -0.004 -0.028
H 1.30523 -2.83752 2.97153 0.022 0.025 -0.014
H 2.80644 -3.20443 2.09479 -0.033 -0.006 -0.019
H 1.44127 -2.44295 1.25119 -0.001 0.035 0.018
H 2.69185 -1.56775 4.66720 -0.008 -0.006 -0.010
H 3.71802 -0.22730 4.14375 -0.010 0.006 -0.016
H 4.18246 -1.89675 3.76160 -0.024 0.020 -0.016
H 2.83687 -0.46689 0.52741 -0.001 -0.013 0.075
H 4.27110 -1.22526 1.26602 0.004 0.018 -0.022
H 3.79763 0.42187 1.72301 -0.015 0.000 0.014
```
Positions in Å, forces in eV/Å.

Values from the calculation:
Frontier orbital gap in eV: 7.05

=====

Entry 3:
Entry from the OMol25 dataset: a cluster of 2 separate species, C2H4INO2 in total in a non-equilibrium geometry (ωB97M-V with the def2-TZVPD basis set).

XYZ file:
```
10
Properties=species:S:1:pos:R:3:forces:R:3
C -0.03409 0.08709 -0.32888 1.972 1.328 -0.535
C -1.18952 -0.24686 0.48459 -0.027 -1.888 2.046
N -1.28423 -2.50078 0.00603 -0.195 4.398 1.208
O -0.20940 -2.97490 -0.09589 0.708 -1.094 -0.375
O -2.38907 -2.90001 0.01040 -0.845 -1.365 -0.246
I -3.02202 0.59444 0.01119 0.140 -0.355 0.201
H -0.28800 0.84923 -1.08172 0.073 -0.568 -0.105
H 0.41319 -0.81955 -0.82095 -0.164 0.888 0.543
H 0.73891 0.63033 0.31801 -0.717 -1.076 -0.813
H -0.94418 -0.28209 1.61421 -0.946 -0.267 -1.924
```
Positions in Å, forces in eV/Å.

Values from the calculation:
Relative energy (zero: lowest compared OMol25 entry of this formula, charge and spin) in eV: 4.859
Frontier orbital gap (spin up / spin down) in eV: 8.53 / 7.87

=====

Entry 4:
Entry from the OMol25 dataset: a cluster of 2 separate species, C3H10N3O2P in total in a non-equilibrium geometry (ωB97M-V with the def2-TZVPD basis set).

XYZ file:
```
19
Properties=species:S:1:pos:R:3:forces:R:3
C 1.17949 -0.49329 -0.85437 -0.635 0.556 3.124
C -0.92984 0.44047 0.15358 1.019 1.730 -3.683
C 0.46373 0.00791 0.49107 2.439 1.808 -1.502
N -0.75391 1.29023 -1.67749 -0.375 2.456 5.022
N 1.25644 1.17372 0.95008 -1.014 1.300 0.038
N 0.50772 -1.04993 1.41921 -3.877 -0.701 1.904
O 0.68476 -1.62307 -1.23943 -1.636 -2.326 -1.045
O 2.12298 0.07287 -1.30662 0.460 -0.068 -0.926
P -2.09500 -0.82012 -0.35013 0.546 -1.447 -0.155
H -1.17945 1.27814 0.74777 -0.695 0.769 0.480
H -0.36531 0.51835 -2.07676 1.156 -2.924 -1.816
H 0.11498 1.90226 -1.53895 -1.586 -0.862 -0.085
H 1.24599 1.98406 0.28787 0.000 -1.300 0.745
H 2.23177 0.98886 1.17501 -0.356 -0.349 -0.361
H 1.38425 -1.09255 1.83086 1.994 -0.327 0.916
H -0.18170 -1.89152 -0.75490 2.067 0.681 -0.948
H -0.20597 -0.93534 2.23552 1.716 -0.048 -1.989
H -2.19416 -1.58071 0.84947 -0.274 0.385 -0.005
H -3.28675 -0.17032 -0.34180 -0.949 0.668 0.284
```
Positions in Å, forces in eV/Å.

Values from the calculation:
Relative energy (zero: lowest compared OMol25 entry of this formula, charge and spin) in eV: 4.560
Frontier orbital gap in eV: 10.07

=====

Entry 5:
Entry from the OMol25 dataset: the ion C6H10IO3 with charge -1 in a non-equilibrium geometry (ωB97M-V with the def2-TZVPD basis set).

XYZ file:
```
20
Properties=species:S:1:pos:R:3:forces:R:3
C 1.71651 0.06377 -1.99092 -0.552 2.713 0.961
C 1.21414 0.02813 2.01126 -0.038 0.127 0.104
C -0.83458 -0.09651 -2.41540 0.933 2.765 0.242
C 0.34637 -0.33329 0.76993 0.401 0.340 0.122
C 0.10127 0.89142 -0.16269 -1.112 -0.063 0.932
C 0.25163 0.69424 -1.65016 1.084 -0.599 -1.265
O 2.67167 0.76522 -1.70757 1.260 1.858 0.922
O 1.74732 -1.04013 -2.44554 -0.971 -3.826 -1.493
O -1.23386 1.39675 0.07685 -0.162 0.121 -0.615
I 0.15207 2.77757 -2.46554 0.295 -0.060 -0.077
H 0.52788 0.53451 2.78787 1.495 -0.609 -0.991
H 1.72306 -0.89202 2.42808 -0.886 0.900 -0.165
H 2.07204 0.66652 1.66117 -0.955 -0.242 0.585
H -1.74890 0.01193 -1.85067 -0.534 -0.527 -0.410
H -0.82515 0.30762 -3.44517 -0.667 -0.166 0.587
H -0.34120 -1.00286 -2.51834 0.081 -2.436 0.178
H 0.87022 -1.11768 0.23466 -0.060 -0.151 -0.309
H -0.61213 -0.71451 1.12622 -0.042 -0.054 -0.289
H 0.75823 1.67727 0.17559 0.673 0.121 -0.189
H -1.39415 1.91719 -0.75050 -0.244 -0.211 1.170
```
Positions in Å, forces in eV/Å.

Values from the calculation:
Net charge: -1
SMILES: CC[C@H](O)[C@@](C)(I)C(=O)[O-]
Relative energy (zero: lowest compared OMol25 entry of this formula, charge and spin) in eV: 0.000
Frontier orbital gap in eV: 7.55

=====

Entry 6:
Entry from the OMol25 dataset: the molecule C17H30N4O2 (ωB97M-V with the def2-TZVPD basis set).

XYZ file:
```
53
Properties=species:S:1:pos:R:3:forces:R:3
C 1.39856 0.40057 -2.11876 -0.001 0.007 -0.010
O 1.93626 -0.69606 -1.41299 0.000 0.004 0.008
C 1.54737 -0.75540 -0.04905 0.003 0.007 -0.019
C 1.99542 0.49687 0.71871 -0.004 -0.006 -0.008
N 0.91713 1.45678 0.83216 -0.007 0.041 0.047
C 1.14334 2.79801 0.76097 -0.026 -0.030 -0.016
O 2.24563 3.26852 0.51929 0.012 0.013 0.007
N 0.04227 3.61098 1.04289 0.024 -0.001 -0.037
C 0.36687 5.02046 1.18054 0.005 0.017 0.005
C -1.30153 3.44539 0.46864 -0.003 0.002 0.044
C -1.75206 2.07530 0.09606 0.023 -0.003 -0.030
C -1.97688 1.60303 -1.16119 -0.015 0.013 0.011
N -2.35533 0.29008 -1.00883 0.008 -0.016 -0.005
C -2.35320 0.02915 0.32349 0.001 0.015 0.005
N -2.00201 1.08615 1.02069 -0.018 -0.010 -0.010
C -2.68002 -1.32731 0.85724 0.006 -0.015 0.003
C -3.37782 -2.18345 -0.19894 -0.003 0.008 0.000
C -2.64793 -2.06918 -1.53456 -0.003 -0.003 -0.002
C -2.72819 -0.64497 -2.06152 0.006 -0.001 -0.004
C 2.08310 -2.07957 0.52007 -0.001 -0.002 0.001
C 1.58617 -3.22948 -0.35992 0.007 -0.004 -0.004
C 1.53556 -2.28949 1.93384 0.002 -0.002 0.012
C 3.61235 -2.07778 0.54284 0.008 -0.002 0.001
H 1.66480 0.26517 -3.16594 0.001 -0.002 0.003
H 0.30720 0.43392 -2.01848 -0.008 -0.002 0.002
H 1.80039 1.35768 -1.77201 0.002 -0.004 0.003
H 0.44378 -0.79929 -0.00698 -0.005 -0.001 0.000
H 2.37104 0.23189 1.70977 -0.008 -0.004 -0.004
H 2.82038 0.97447 0.19237 0.000 0.002 0.003
H 0.06936 1.15714 1.29058 0.006 -0.020 -0.004
H 1.29436 5.13469 1.73234 -0.001 -0.003 0.000
H 0.48545 5.51610 0.20972 -0.002 -0.005 0.000
H -0.44104 5.51003 1.72604 -0.002 -0.001 0.000
H -2.00526 3.85756 1.19692 0.001 0.000 -0.003
H -1.37382 4.07165 -0.43131 -0.004 -0.005 -0.005
H -1.88981 2.06596 -2.12964 0.000 0.001 0.000
H -1.74774 -1.81322 1.16309 -0.002 -0.001 0.003
H -3.28585 -1.21793 1.75643 0.004 0.005 0.000
H -3.41442 -3.22218 0.12979 0.004 0.001 0.003
H -4.41294 -1.85038 -0.32253 0.001 -0.001 -0.005
H -1.59784 -2.35011 -1.40699 -0.002 0.001 0.004
H -3.07638 -2.74405 -2.27625 -0.002 0.003 -0.002
H -3.74413 -0.41991 -2.39726 -0.002 -0.001 0.003
H -2.05412 -0.49857 -2.90635 0.000 0.001 0.002
H 1.96622 -3.14300 -1.37614 -0.002 0.003 0.003
H 1.91027 -4.18673 0.05387 0.001 0.002 0.004
H 0.49260 -3.23781 -0.40373 -0.001 0.002 0.001
H 1.90035 -1.54597 2.64295 0.002 0.000 -0.005
H 0.44253 -2.25526 1.94293 0.000 0.001 -0.004
H 1.83914 -3.27046 2.30428 -0.003 -0.001 0.000
H 4.00470 -1.29908 1.19991 -0.001 -0.001 0.000
H 3.98357 -3.03753 0.90863 0.000 0.000 0.000
H 4.01214 -1.91337 -0.45773 -0.003 -0.002 -0.001
```
Positions in Å, forces in eV/Å.

Values from the calculation:
SMILES: CO[C@H](CNC(=O)N(C)Cc1cn2c(n1)CCCC2)C(C)(C)C
Relative energy (zero: lowest compared OMol25 entry of this formula, charge and spin) in eV: 0.834
Frontier orbital gap in eV: 9.19